{
  "formula": "C38H91N5O41S9",
  "method": "ωB97M-V/def2-TZVPD",
  "homo_energy_ev": -8.83,
  "species": ["C", "C", "C", "O", "C", "N", "H", "H", "H", "H", "H", "H", "H", "H", "H", "H", "H", "C", "C", "C", "O", "C", "N", "H", "H", "H", "H", "H", "H", "H", "H", "H", "H", "H", "C", "C", "C", "O", "C", "N", "H", "H", "H", "H", "H", "H", "H", "H", "H", "H", "H", "C", "C", "C", "O", "C", "N", "H", "H", "H", "H", "H", "H", "H", "H", "H", "H", "H", "C", "C", "C", "O", "C", "N", "H", "H", "H", "H", "H", "H", "H", "H", "H", "H", "H", "C", "C", "O", "S", "O", "O", "O", "H", "H", "H", "H", "C", "C", "O", "S", "O", "O", "O", "H", "H", "H", "H", "C", "C", "O", "S", "O", "O", "O", "H", "H", "H", "H", "C", "C", "O", "S", "O", "O", "O", "H", "H", "H", "H", "C", "C", "O", "S", "O", "O", "O", "H", "H", "H", "H", "C", "C", "O", "S", "O", "O", "O", "H", "H", "H", "H", "C", "C", "O", "S", "O", "O", "O", "H", "H", "H", "H", "C", "C", "O", "S", "O", "O", "O", "H", "H", "H", "H", "C", "C", "O", "S", "O", "O", "O", "H", "H", "H", "H"],
  "coordinates": [[5.897, -3.999, -6.113], [4.708, -3.417, -5.454], [4.645, -3.769, -3.985], [3.469, -3.310, -3.392], [3.438, -3.663, -1.933], [4.791, -1.922, -5.470], [5.813, -5.067, -6.404], [6.722, -3.861, -5.405], [6.116, -3.456, -7.059], [3.720, -3.684, -5.799], [5.533, -3.377, -3.443], [4.739, -4.839, -3.950], [4.466, -3.557, -1.642], [3.071, -4.631, -1.743], [2.824, -2.914, -1.445], [4.494, -1.565, -6.395], [5.748, -1.519, -5.247], [0.880, -0.179, -0.414], [-0.523, -0.753, -0.083], [-1.184, 0.048, 1.023], [-0.492, 0.061, 2.257], [-0.754, 1.213, 3.050], [-1.469, -0.704, -1.241], [1.589, -0.342, 0.387], [0.881, 0.951, -0.553], [1.133, -0.608, -1.382], [-0.371, -1.810, 0.249], [-2.172, -0.329, 1.238], [-1.336, 1.068, 0.686], [0.224, 1.711, 3.243], [-1.155, 0.971, 4.006], [-1.467, 1.860, 2.548], [-2.433, -0.821, -0.961], [-1.386, -1.427, -1.964], [1.954, -0.375, 7.577], [0.645, -0.741, 6.861], [-0.472, -0.046, 7.634], [-1.686, -0.219, 6.802], [-2.744, 0.526, 7.278], [0.843, -0.351, 5.473], [1.988, 0.697, 7.582], [2.816, -0.715, 7.063], [1.930, -0.675, 8.623], [0.452, -1.826, 6.854], [-0.244, 1.019, 7.795], [-0.594, -0.473, 8.643], [-3.145, 0.100, 8.226], [-3.596, 0.501, 6.609], [-2.415, 1.529, 7.561], [0.076, -0.393, 4.814], [1.195, 0.600, 5.387], [-3.866, -4.701, 1.724], [-2.680, -3.821, 1.706], [-2.095, -3.458, 3.048], [-3.170, -2.998, 3.874], [-2.699, -2.281, 4.990], [-1.645, -4.423, 0.848], [-4.361, -4.658, 0.783], [-4.547, -4.482, 2.548], [-3.618, -5.739, 1.833], [-2.960, -2.884, 1.213], [-1.320, -2.761, 2.974], [-1.713, -4.407, 3.411], [-2.294, -1.283, 4.814], [-1.981, -2.921, 5.510], [-3.520, -2.186, 5.665], [-1.414, -5.274, 1.363], [-0.762, -3.851, 0.917], [0.629, -0.637, -6.438], [0.503, -0.920, -4.947], [-0.111, -2.254, -4.703], [-0.046, -2.549, -3.314], [-0.355, -3.911, -3.017], [1.723, -0.739, -4.159], [1.257, 0.210, -6.817], [-0.396, -0.543, -6.767], [1.002, -1.604, -6.864], [-0.252, -0.221, -4.627], [0.494, -3.043, -5.265], [-1.121, -2.389, -5.131], [-1.450, -4.150, -2.972], [-0.008, -4.092, -1.982], [0.239, -4.535, -3.678], [1.707, -1.381, -3.399], [2.533, -1.072, -4.725], [0.020, 2.634, -3.068], [1.468, 2.152, -3.352], [2.232, 3.283, -2.731], [1.448, 4.663, -2.845], [2.021, 5.395, -3.898], [1.440, 5.245, -1.597], [0.103, 4.001, -3.323], [-0.188, 2.480, -2.024], [-0.631, 2.229, -3.791], [1.709, 2.109, -4.403], [1.722, 1.216, -2.900], [-0.169, 7.195, 0.503], [-1.308, 6.920, -0.460], [-2.014, 5.734, 0.102], [-0.993, 4.824, 0.898], [-0.586, 3.705, 0.170], [-1.502, 4.627, 2.156], [0.214, 5.899, 0.910], [-0.505, 7.790, 1.383], [0.663, 7.625, -0.036], [-0.990, 6.587, -1.451], [-2.072, 7.700, -0.533], [3.630, 2.947, 0.517], [2.261, 3.275, 0.929], [2.416, 3.133, 2.410], [3.553, 2.141, 2.859], [3.119, 0.829, 3.160], [4.407, 2.750, 3.825], [4.194, 2.024, 1.386], [4.245, 3.858, 0.558], [3.640, 2.472, -0.459], [1.540, 2.503, 0.643], [1.954, 4.249, 0.679], [4.514, -0.414, -2.531], [5.093, 0.729, -3.426], [6.351, 0.928, -2.825], [7.050, -0.471, -2.489], [7.896, -0.310, -1.386], [7.489, -1.247, -3.616], [5.651, -1.041, -1.955], [4.024, -1.208, -3.078], [3.851, -0.172, -1.679], [4.469, 1.638, -3.394], [5.226, 0.330, -4.410], [-0.220, 5.602, 5.235], [0.944, 4.868, 4.557], [1.537, 4.172, 5.617], [0.509, 3.610, 6.633], [0.978, 3.542, 7.950], [-0.011, 2.487, 5.991], [-0.481, 4.858, 6.474], [-1.137, 5.580, 4.644], [0.030, 6.608, 5.545], [1.711, 5.529, 4.182], [0.525, 4.222, 3.801], [2.064, -2.316, 2.594], [2.727, -3.041, 3.739], [3.246, -4.204, 3.100], [2.189, -4.838, 2.117], [1.226, -5.668, 2.671], [2.873, -5.290, 0.951], [1.528, -3.396, 1.827], [2.822, -1.729, 2.113], [1.215, -1.743, 2.922], [2.043, -3.331, 4.571], [3.528, -2.418, 4.122], [-3.357, 2.597, -1.935], [-3.078, 3.901, -2.675], [-2.750, 3.460, -3.965], [-3.606, 2.152, -4.436], [-2.685, 1.155, -4.854], [-4.554, 2.585, -5.318], [-4.187, 1.948, -3.073], [-4.064, 2.653, -1.110], [-2.463, 2.032, -1.748], [-2.181, 4.392, -2.364], [-3.986, 4.556, -2.675], [-5.237, -0.609, -6.211], [-4.859, -1.890, -6.867], [-3.939, -2.471, -5.910], [-4.589, -2.242, -4.460], [-3.501, -2.041, -3.564], [-5.563, -3.153, -4.130], [-5.091, -0.808, -4.821], [-6.209, -0.126, -6.489], [-4.467, 0.104, -6.510], [-4.389, -1.576, -7.785], [-5.698, -2.576, -7.000], [-6.859, -1.240, 2.205], [-5.582, -1.233, 3.001], [-4.914, -0.171, 2.419], [-5.733, 0.757, 1.505], [-5.032, 1.147, 0.377], [-6.438, 1.706, 2.328], [-6.685, -0.453, 1.047], [-7.619, -0.805, 2.881], [-7.244, -2.198, 1.854], [-4.913, -2.071, 3.021], [-5.896, -1.099, 4.069]],
  "atomic_forces_ev_per_a": [[0.7484, -0.8622, -1.2931], [-0.3533, 2.3742, 1.6203], [0.9979, -0.1977, 0.1721], [-0.7814, -0.5439, 1.6109], [0.5764, 1.8333, -2.2995], [0.1903, 0.9526, -0.8299], [-0.0069, 0.4667, 0.4602], [0.2096, -0.1528, -0.4116], [-0.0244, -0.2768, 0.6740], [-0.1902, -0.1128, -0.8212], [-0.2395, 0.0584, -0.3179], [-0.1625, -0.9787, 0.3852], [0.4157, -0.0730, 0.7653], [-0.4495, -1.2470, -0.0120], [-0.1396, 0.0490, 0.0480], [0.5202, -0.2373, 0.7191], [-1.3929, -1.2243, -0.5028], [-1.2061, 1.1361, -0.6462], [-0.0447, -0.5050, -0.1661], [-0.4259, 0.0532, 0.4183], [0.5477, -0.2331, -0.0748], [1.1524, 0.2865, -0.6788], [0.3644, 0.2892, -0.0610], [0.2384, -0.4910, 0.0357], [-0.4453, -1.1657, 0.0482], [0.6228, -0.1131, 0.1240], [-0.0352, 0.6288, -0.0334], [-0.7002, -0.4298, -0.1841], [0.1631, 0.3722, -0.3459], [-0.6812, 0.0171, -0.2372], [-0.4917, -0.4781, 0.8149], [0.0753, 0.3537, -0.0450], [-0.1270, 0.1947, 0.5223], [0.8423, 0.2907, 0.4146], [-1.3282, -0.1623, 0.4964], [0.4854, 0.0675, -0.0271], [-1.1226, -0.2770, -1.1658], [1.8431, -0.0330, 0.7767], [-0.7123, -0.0703, 1.8286], [0.4425, 0.2683, -0.5809], [0.2073, 0.7934, 0.0149], [0.7687, -0.6150, -0.3725], [0.2066, -0.2327, -0.0035], [0.0839, 0.2374, 0.2104], [-0.2655, -0.2518, -0.3510], [-0.2333, -0.2395, -0.3358], [0.2020, 0.0200, -0.2086], [0.1756, 0.2680, -0.5228], [-0.2546, 0.3509, -0.4445], [-0.3547, -0.3851, 0.6362], [0.0196, -0.2424, 0.2134], [-0.7662, -0.4940, 0.8526], [1.1191, 1.6050, -1.2144], [-2.4158, -1.7168, 0.2307], [0.6063, 0.3777, -0.5449], [0.2568, -0.7561, 0.4316], [1.0889, 0.3530, 0.6404], [-0.6110, 0.2370, -0.7506], [-0.0767, 0.2247, -0.1860], [0.5117, -0.7236, 0.2604], [-0.1335, 0.1586, 0.0061], [1.2365, 1.3301, -0.1734], [0.4064, -0.1831, 0.7553], [0.1458, -0.1587, -0.4509], [0.3717, 0.3465, 0.1232], [-0.7105, 0.2419, 0.4812], [0.3267, -0.1789, -0.4648], [-1.1823, -0.6886, -0.1525], [0.6970, -1.4296, -0.3668], [-0.0801, 1.3417, 0.3161], [0.5395, -2.4659, -0.8088], [-0.7321, -0.1514, -0.2568], [-0.0838, 0.2505, 1.2062], [1.1717, 0.2001, -1.7923], [-0.5721, -0.6475, 0.7950], [-0.1710, 0.2873, -0.5401], [0.0300, 0.8667, -0.2343], [-0.2431, 0.6780, 0.7224], [-0.2823, 0.6603, 0.6288], [0.0294, 0.4663, 0.4342], [0.8047, 0.3282, -0.6436], [-0.0238, 0.1394, -0.4367], [-0.2814, -0.4004, -0.2027], [-0.1598, -0.6295, 0.7340], [-0.6157, 0.2978, 0.4946], [2.4289, -1.3522, -0.0685], [-0.6141, 1.7782, 0.6991], [-0.1389, -1.0429, 0.1141], [1.6880, -3.2899, -3.4420], [-0.1773, 0.9316, -1.1181], [-0.8871, 1.5918, 3.7816], [-0.7229, 2.5709, -0.0736], [-0.5848, -0.3764, 0.3521], [-1.0937, -0.5985, -0.3065], [0.0183, 0.1207, -0.2987], [0.2806, -0.2496, 0.4245], [-0.9760, 0.1914, 0.0196], [-1.1837, -0.7671, -0.2867], [0.5613, 0.6638, -0.1818], [0.8159, 2.8007, -2.3970], [0.5673, -1.4776, -1.4736], [-1.3449, -0.4150, 4.0033], [0.1261, -1.2586, 0.6530], [0.3729, -0.2821, -0.6223], [0.2412, 0.2675, 0.1648], [0.2725, 0.3813, 0.1034], [0.3019, -0.1319, 0.0496], [1.5402, 1.0850, -1.8603], [-0.3304, -2.4579, 1.9732], [-0.8118, 0.7962, 0.1890], [1.0520, -0.4311, -0.3816], [-0.9244, -0.4312, 0.1092], [-0.3800, 0.4936, -0.7442], [0.2745, -0.7642, 1.4278], [-0.0334, -0.1650, -0.4308], [0.1697, 0.3366, -0.2980], [0.0097, 0.3630, -0.0208], [-0.3872, 1.0707, -0.0416], [-0.7798, -0.3638, 0.0036], [-1.3713, -1.0112, 1.2806], [1.9302, 1.0218, -0.5726], [-2.3603, -0.6641, 0.0953], [0.9802, 0.4070, 0.6119], [-0.4661, 0.9941, 0.1605], [1.2686, -0.8647, 0.3231], [-0.2348, 0.2645, -0.5316], [0.3888, 0.5848, -0.4319], [0.6572, -0.2789, -0.0436], [-0.1418, 0.1377, -0.7598], [-0.4733, -0.2774, 0.6188], [-0.9356, 0.6883, 0.1982], [2.5581, -0.1456, 0.4383], [-0.6966, 2.1988, -1.1157], [0.5761, 0.0930, 0.9266], [-1.5673, -2.1192, -0.5908], [-0.0475, -0.0137, -0.0734], [0.2008, 0.0521, 0.0299], [0.0123, 0.1781, 0.0269], [-0.0116, 0.1084, -0.3450], [0.3257, -0.4635, -0.2471], [-0.5359, -0.7879, 1.1614], [-0.6576, 0.4371, 1.0367], [0.8021, -1.2507, 0.6437], [1.8366, 2.9826, -2.3174], [-1.6368, -1.3407, 1.6528], [0.0756, 0.0732, 0.3638], [-0.6477, -0.4914, -1.1583], [0.0610, 0.2166, -0.9288], [-0.0849, 0.6015, 0.0011], [0.3764, 0.2258, -0.6448], [0.2846, -0.3881, 0.1618], [-1.5205, 0.4170, -1.6009], [-0.8409, -0.1729, 0.3755], [0.3875, -0.3234, -1.6567], [4.4363, 0.8918, 1.5866], [0.3241, -0.2658, 0.1470], [-3.6954, 1.0273, -3.1273], [-0.6383, -1.1384, 3.6234], [0.2879, -0.1320, -0.0451], [0.1339, -0.6319, 0.0653], [0.2465, 0.5537, 0.6922], [0.8089, -0.3571, -0.0304], [-0.2587, 2.0279, -0.6623], [-0.6255, -0.6299, 0.2119], [-0.4094, -0.5076, -0.5614], [4.9477, 2.7372, -0.1220], [-0.0937, -0.4068, 0.0940], [-3.0307, -2.2013, 0.1640], [-1.5865, 0.5652, 0.7610], [0.5870, -0.8948, 0.4506], [-0.0496, 0.2427, 0.3419], [0.4669, -0.8676, -0.3430], [0.1438, -0.0205, -0.2661], [-2.3504, -1.2374, 0.4197], [-1.0326, -0.8527, 1.4692], [3.3153, 1.3907, 0.7402], [-3.2458, -0.5408, 1.9549], [1.7133, 1.0068, -1.8334], [0.5155, -0.6609, -0.8966], [-0.0146, 0.9994, -0.0700], [-0.0204, 0.0069, -0.7148], [0.3102, -0.0721, 0.1798], [0.1586, -0.5378, -0.5536], [0.6814, 0.5318, -0.7165]]
}

{
  "formula": "C3H8KO3S",
  "method": "ωB97M-V/def2-TZVPD",
  "homo_energy_ev": -14.65,
  "charge": 1,
  "species": ["K", "O", "S", "O", "O", "C", "C", "C", "H", "H", "H", "H", "H", "H", "H", "H"],
  "coordinates": [[-1.114, -4.068, -1.696], [-1.047, -1.579, -0.954], [-0.929, -0.378, -0.161], [-0.883, -0.501, 1.243], [0.346, 0.349, -0.698], [1.298, 0.911, 0.258], [2.161, -0.153, 0.904], [-2.218, 0.732, -0.622], [0.757, 1.510, 0.987], [1.897, 1.585, -0.349], [3.103, 0.291, 1.221], [2.357, -0.938, 0.175], [1.672, -0.571, 1.781], [-1.928, 1.728, -0.300], [-3.110, 0.406, -0.091], [-2.362, 0.676, -1.697]],
  "atomic_forces_ev_per_a": [[0.0183, 0.1978, 0.0787], [-0.1782, -0.4056, -0.2334], [-0.0431, 0.4354, -0.9653], [0.0134, -0.1457, 1.1644], [0.0054, -0.1553, -0.0737], [0.3668, 0.3253, 0.1592], [-0.2662, 0.1255, 0.0425], [0.0291, -0.2692, 0.0482], [-0.0594, -0.0451, 0.0399], [-0.0843, -0.0502, -0.1336], [0.0583, -0.0252, -0.0434], [0.1695, -0.0412, 0.0514], [-0.0019, -0.1329, -0.0689], [-0.0375, 0.0456, -0.0106], [-0.0243, 0.0265, -0.0375], [0.0341, 0.1141, -0.0179]]
}